DFT (ωB97M-V/def2-TZVPD) results for a molecular structure, C18H43MoN6O4Si2Te.

Net charge: +3
HOMO-LUMO gap (alpha / beta): 7.283 / 7.281 eV
E_HOMO (alpha / beta): -0.629 / -0.629 Eh

Atoms and positions in Å:
H 3.918 2.897 -1.157
H -3.935 0.412 -2.588
O -0.101 2.641 -1.966
H 2.865 2.706 3.404
Te 0.818 -0.280 1.199
H -0.976 1.633 1.176
H -4.719 -3.456 -0.956
Si 0.598 3.109 2.406
H 0.670 4.023 0.079
H -1.319 3.701 3.858
H 5.047 1.729 -1.856
O 3.995 -0.900 -0.978
H -3.083 -3.333 -1.520
H 1.595 2.289 4.568
H -5.242 -1.160 -1.556
C 1.893 1.529 -2.487
H -3.832 -1.198 -0.553
H -6.664 -4.958 -4.859
H 2.896 1.064 2.100
H -7.563 -4.374 -2.771
H 2.365 -3.137 2.676
H -0.762 1.027 2.811
H -1.855 -0.124 -0.581
Mo 0.849 -0.158 -1.503
H 5.225 -0.215 4.055
N -6.708 -3.878 -2.574
N 2.974 -0.268 -1.608
O -1.596 -2.689 -3.417
H 2.161 3.135 0.465
C -1.991 -0.434 -2.616
C -4.189 -1.451 -1.557
C -5.648 -4.002 -3.366
H 3.243 -3.331 4.183
H 0.968 0.273 4.821
C 1.392 3.802 0.866
H -4.959 -4.919 -5.058
C 4.189 1.845 -1.184
H 1.112 2.172 -4.369
H -1.644 4.168 2.183
C 3.177 -2.720 3.280
O 0.057 -1.615 -2.347
Si 2.883 -0.940 3.732
C -0.869 4.108 2.950
H 0.428 -1.263 4.112
C -0.226 1.421 1.944
H 3.873 -1.850 -1.133
C -1.214 -1.718 -2.853
H -6.702 -3.280 -1.767
H 4.115 -2.850 2.736
N 0.754 1.802 -1.750
H 1.338 -1.249 5.603
H -3.776 -0.972 -3.623
N -4.468 -3.474 -3.029
H 3.455 -0.439 1.320
H -1.723 0.205 -3.466
N -1.397 0.216 -1.424
H -3.719 -3.539 -3.703
H 4.106 0.904 4.846
C -4.093 -2.975 -1.708
C 2.747 -0.012 2.031
H 4.507 1.500 -0.199
C 1.253 -0.763 4.629
C 1.869 2.970 3.761
C 4.298 -0.147 4.628
N -5.766 -4.655 -4.519
C 3.081 1.017 -1.708
H 1.891 4.740 1.122
H -1.549 1.227 -1.468
H 2.508 3.084 -3.801
C 2.072 2.083 -3.862
H 4.468 -0.654 5.581
H -0.553 5.129 3.175
H 1.957 3.964 4.210
H 2.744 1.452 -4.442
C -3.512 -0.594 -2.634



DFT (ωB97M-V/def2-TZVPD) results for 7 unconnected molecules or ions with the total composition C18H44Br8O10P2 at a distorted geometry.

SMILES: COP(=O)(OC)OC.COP(=O)(OC)OC.BrCCBr.BrCCBr.BrCCBr.BrCCBr.COCCOC
Net charge: 0
HOMO-LUMO gap: 9.963 eV
E_HOMO: -0.358 Eh

Atoms and positions in Å:
H 0.878 4.558 -3.717
C 1.207 -8.649 6.241
O 1.402 -4.797 4.899
C 2.355 -5.256 5.827
H 0.811 1.271 2.046
H -3.980 5.146 -2.303
C -5.357 -0.651 -0.752
O 1.831 4.835 -1.895
H 1.611 1.020 0.464
H 0.417 -9.005 6.903
C 3.890 0.813 -1.770
C 2.787 -0.029 -2.242
Br -4.003 -3.063 -1.260
C -2.105 1.603 -2.806
H -5.157 6.030 -3.274
H -2.403 1.417 -1.781
H 3.811 4.942 1.183
H 2.032 5.906 -3.706
Br -5.580 1.266 -1.111
H 0.740 -1.278 0.344
H 3.489 3.223 1.189
Br -1.296 0.235 0.400
H 1.662 -5.899 2.673
O -4.385 4.341 -4.205
H 0.624 -2.981 4.293
C 2.403 -6.758 5.746
Br 2.919 -0.350 2.184
C 1.268 0.546 1.388
Br 1.464 1.042 -3.159
C -4.802 5.025 -3.016
H -3.325 -0.590 -1.397
Br 5.171 -0.247 -0.727
O -2.878 3.026 -5.720
H 3.357 -4.817 5.639
H 1.322 -3.027 5.933
C 3.346 4.124 0.620
H -1.788 4.276 -0.827
Br 1.718 -6.844 0.358
H 0.916 -8.931 5.201
C 0.671 -4.423 1.403
H -3.183 3.394 -7.744
C 0.943 -5.825 1.854
C -2.911 3.959 -6.851
H 3.188 -0.735 -2.974
H 3.869 4.010 -0.325
H 0.014 -6.301 2.139
H 2.457 -7.003 4.666
Br 2.258 -3.516 0.682
H -1.904 0.673 -3.330
C -4.217 -1.150 -1.660
H -0.898 3.657 0.547
H 4.358 1.274 -2.638
H -4.344 -0.941 -2.726
O -0.156 5.426 -0.367
H -1.929 4.422 -6.948
O 1.910 4.305 0.437
H 0.528 6.165 -2.890
H -5.111 -0.837 0.273
O -3.286 2.292 -3.397
C 0.329 -0.596 1.093
C 1.260 5.402 -3.144
H 0.109 -1.155 1.984
H -1.221 2.224 -2.815
P 1.413 5.497 -0.516
H 0.358 -3.762 2.207
H -5.584 4.432 -2.553
H 2.292 -0.589 -1.459
O 1.864 6.899 -0.298
C -0.800 4.055 -0.447
H -6.283 -1.174 -0.988
H -0.037 -4.374 0.588
H 2.041 -4.984 6.845
O -1.752 4.350 -3.805
H -3.670 4.716 -6.666
H 2.390 -3.013 4.519
H 3.343 -7.157 6.171
O 1.285 -7.251 6.393
P -2.940 3.597 -4.244
C 1.431 -3.399 4.915
H 3.606 1.646 -1.131
H 2.182 -9.102 6.468
H -0.243 3.414 -1.129



DFT (ωB97M-V/def2-TZVPD) results for 8 unconnected molecules or ions with the total composition C18H44N8O17P at a distorted geometry.

Net charge: +1
Energy above the lowest of the compared OMol25 structures with the same formula, charge and spin: 20.8 kcal per mole
HOMO-LUMO gap: 9.245 eV
E_HOMO: -0.443 Eh

Atoms and positions in Å:
O 2.326 4.176 -1.742
N -1.104 4.724 -2.326
H 3.262 -1.566 -3.648
C -5.691 -3.683 5.755
H -4.701 -3.453 6.133
C -1.431 2.626 1.543
O -7.805 -3.973 6.631
H -1.182 2.714 2.594
H -6.033 -2.910 5.072
H 0.728 -0.327 -2.606
H 3.013 6.698 -0.255
O -2.049 -0.218 5.517
H -0.810 9.419 -0.280
H -1.975 -2.125 -0.100
O -1.695 4.330 -1.344
O 0.073 6.993 1.266
N 0.400 8.034 0.722
C 4.606 -4.329 -1.138
C 0.304 -1.248 -0.629
H -5.567 -2.754 0.542
H 4.959 -6.372 -0.988
C -2.498 -2.857 -2.527
H 5.311 -5.769 -2.585
N -2.277 -1.375 5.821
H 3.164 -2.958 -1.170
O 0.458 1.270 1.569
H 5.764 -2.522 -2.280
O -0.567 1.525 -0.307
O 4.148 5.274 -2.109
O -0.883 5.889 -2.598
H -2.633 -3.005 4.554
H 4.018 1.907 -2.383
C 4.759 -2.150 -2.135
H 5.568 0.322 -2.937
H 4.841 -1.477 -1.281
O -2.781 -1.747 -2.430
H -1.521 -3.735 0.385
H 1.699 -1.767 -2.168
C -1.509 -3.043 -0.447
O -4.659 -2.424 2.731
N 3.865 -3.289 -1.825
C -0.056 -2.732 -0.841
C -5.279 -3.728 0.920
O -2.879 -1.743 6.807
H -2.408 2.169 1.413
C -1.774 -2.437 4.905
H -1.131 7.706 -0.684
H 2.399 7.181 -1.868
C 4.304 -1.400 -3.395
N -0.433 1.737 0.888
C -0.612 3.683 -3.272
C 1.262 -0.844 -1.815
H 3.616 -5.983 -2.071
O -6.203 -3.513 8.009
O 5.182 -4.115 -0.152
H -1.262 -1.961 4.077
H -0.584 -0.649 -0.631
N -4.710 -3.556 2.285
C 4.613 -5.697 -1.758
C 2.402 6.408 -1.105
H -5.708 -4.660 5.280
C 4.601 0.105 -3.376
N 3.014 5.190 -1.703
H 4.873 -1.818 -4.218
C -0.367 8.449 -0.487
H -4.505 -4.172 0.300
H 0.052 -3.018 -1.885
O -4.331 -4.556 2.860
H 1.393 6.163 -0.793
H 0.860 -1.096 0.291
H 2.773 1.349 -3.465
C 3.516 1.014 -2.747
H -1.095 -3.067 5.472
H -1.476 3.127 -3.626
O 1.304 8.762 1.076
H 0.659 -3.348 -0.306
H 0.334 8.512 -1.314
H 1.925 1.427 -0.746
O -2.247 -3.671 -1.492
H -2.414 -3.309 -3.518
H 4.683 0.413 -4.412
H -1.382 3.591 1.046
H -0.104 4.174 -4.094
P 2.602 0.339 -1.319
H 0.069 3.040 -2.722
H -6.142 -4.384 0.994
N -6.644 -3.726 6.899
H 3.413 -0.179 -0.300



DFT (ωB97M-V/def2-TZVPD) results for a molecular structure, C18H45BF4N3O6Rb2 at a distorted geometry.

Multiplicity: 2
Net charge: 0
⟨S²⟩: 0.750
HOMO-LUMO gap (alpha / beta): 2.709 / 7.978 eV
E_HOMO (alpha / beta): -0.111 / -0.300 Eh

Atoms and positions in Å:
H -1.264 -4.376 -1.925
H -5.447 2.728 5.420
O -3.914 2.994 4.121
C 1.024 3.036 -2.890
H 0.256 2.280 -2.731
C 0.723 -2.481 2.365
H -2.526 5.401 -1.892
O 2.122 -2.942 4.247
H 2.571 -1.337 -3.109
H 1.011 3.667 -2.001
F -0.543 0.605 1.172
N 4.281 0.392 -3.587
H 1.485 0.904 -4.314
H -2.758 -3.653 -1.555
H -4.303 3.144 1.632
H -0.453 -4.406 2.301
H -1.266 -1.766 0.499
H 3.271 -3.759 5.714
H 5.208 -1.488 -3.172
H -2.400 -3.561 2.720
H 3.570 0.424 -5.634
F 1.636 0.538 1.516
H 4.974 -1.176 -4.891
H -4.460 2.233 -0.654
H -2.285 2.884 -1.400
H -2.951 -2.235 0.620
B 0.654 0.665 0.537
C 1.970 -3.128 2.821
H -1.659 2.923 0.325
C -1.661 -2.854 2.341
C 2.260 1.669 -4.338
H -2.619 0.751 1.984
H 2.530 -4.891 -3.191
O -1.567 -3.672 0.043
H -1.727 -1.969 2.974
H 4.197 -2.941 4.451
N -4.101 2.190 1.371
H 1.512 -3.516 -2.780
H 2.424 -1.797 -4.744
Rb 1.036 3.205 2.329
C -3.093 1.684 2.286
C 3.143 -1.780 -3.925
C 2.235 -3.891 -3.506
H 2.112 -4.166 2.520
H -3.673 2.696 6.100
H -2.002 6.326 -0.498
C 4.538 -1.034 -3.902
H -3.079 1.130 4.464
H 5.166 0.878 -3.547
C 3.324 -3.566 4.642
C -3.683 1.643 3.716
H 2.770 -2.504 2.423
H 0.797 -2.159 1.326
C -2.030 5.323 -0.924
N -0.399 -3.459 2.648
O 2.262 2.328 -3.067
Rb 3.344 1.052 -0.790
H 0.495 -1.654 3.036
H -4.570 4.186 5.595
C 3.626 1.027 -4.728
F 0.855 -0.305 -0.372
H -0.990 5.025 -1.058
H -4.660 1.160 3.735
H -3.282 1.086 -0.356
H 3.542 -4.557 4.244
O 3.407 -3.092 -3.511
H -1.144 -2.653 -1.603
C -2.516 3.008 -0.342
C -4.429 3.117 5.438
H -2.232 2.353 2.286
C -1.693 -3.559 -1.344
H 4.333 1.827 -4.949
H 1.916 2.319 -5.143
H 1.827 -3.821 -4.514
H 0.555 3.633 -3.672
C -3.628 2.047 0.026
C -1.933 -2.558 0.840
F 0.820 1.908 -0.070
O -2.841 4.321 -0.199



DFT (ωB97M-V/def2-TZVPD) results for a molecular structure, C18H45Cl2O18S5Tl at a distorted geometry.

Net charge: +2
Energy above the lowest of the compared OMol25 structures with the same formula, charge and spin: 0.0 kcal per mole
HOMO-LUMO gap: 2.008 eV
E_HOMO: -0.556 Eh

Atoms and positions in Å:
S -2.171 2.481 4.010
H -3.861 -2.438 -0.662
H -1.365 -4.719 4.311
H 5.887 4.803 -0.119
C -3.255 -3.694 1.032
Cl -2.307 -1.420 -4.447
O 3.263 3.132 1.026
H 1.923 2.457 -2.322
O 1.490 -1.034 1.284
O -0.474 -4.405 0.989
H -1.314 6.205 2.404
H -2.487 1.347 -3.207
C 1.513 2.078 -3.258
H 1.228 -2.838 -4.244
H -3.118 -1.621 0.742
H -0.088 4.192 1.251
H 3.787 -4.583 0.591
H -3.488 4.820 2.801
S -0.897 -3.921 2.280
O -1.730 4.021 3.466
H 3.337 4.445 -0.647
H 0.395 2.665 0.539
H -0.037 -0.801 -3.674
H -3.154 5.005 4.545
C 1.227 -5.373 -1.963
H -1.735 0.722 -1.658
H 5.604 3.201 -0.665
H -3.065 -4.695 0.644
O -0.936 1.680 4.271
C 0.140 2.743 -3.409
H -3.527 1.255 -1.778
C -0.606 -1.708 -3.881
O -2.548 4.002 -2.801
H -0.731 -2.213 -2.923
C 5.273 3.924 0.080
H 0.221 3.772 -3.760
Cl -0.538 -4.216 -5.141
H 0.667 -4.949 -2.796
C 0.497 -0.456 0.829
O -0.117 -2.844 2.953
C -1.121 -5.282 3.410
H -4.279 -3.803 1.388
H 0.498 -2.099 -5.673
O 2.588 -4.900 -2.044
C -2.496 1.353 -2.117
H 1.086 -7.320 -1.191
H 1.145 4.267 -0.042
S 2.966 -3.398 -1.414
H -1.941 -5.932 3.106
C 0.743 3.670 0.776
H 2.180 2.385 -4.064
H 0.807 -1.130 -0.743
H -3.741 2.440 2.226
H -2.057 2.160 1.633
C 3.007 -3.837 0.434
H 0.803 -5.212 -0.972
C -2.045 6.298 3.207
H 1.367 0.999 -3.307
O 1.902 -2.404 -1.687
C -2.718 5.019 3.546
H -2.753 7.090 2.961
H -2.782 0.833 2.566
H -1.624 6.722 4.118
C 3.788 4.244 0.325
H 3.242 -2.866 0.870
H -2.174 -2.607 -0.461
H 2.256 -7.244 -2.599
Tl 1.315 -0.247 4.206
S -2.006 3.125 -1.786
C 1.307 -6.913 -2.178
H -0.126 -5.686 3.596
O -0.357 2.868 -2.016
O 4.370 -3.099 -1.772
O 2.252 4.892 2.482
H 2.019 -4.163 0.757
H 0.587 -7.389 -2.843
O -3.194 2.532 4.999
C 0.282 -2.617 -4.739
C -3.096 -2.509 0.112
H -0.582 2.204 -4.021
O 1.798 2.425 2.938
O -2.488 -3.477 2.210
O -0.114 0.282 1.628
O 0.103 -0.538 -0.470
C -2.803 1.908 2.387
H 5.659 3.691 1.073
S 2.030 3.569 2.046
O -2.278 3.486 -0.425
H 3.772 5.187 0.871



DFT (ωB97M-V/def2-TZVPD) results for a molecular structure, C18H45Cl5InN3O6 at a distorted geometry.

Net charge: -2
HOMO-LUMO gap: 3.886 eV
E_HOMO: -0.084 Eh

Atoms and positions in Å:
H -18.604 19.001 18.723
H -12.154 22.642 23.365
C -16.630 17.385 15.807
C -18.299 18.011 18.384
H -10.982 21.536 25.841
C -18.927 21.389 20.103
C -16.540 18.568 16.798
In -15.726 19.163 20.665
N -16.542 21.781 19.400
H -15.468 18.114 29.848
C -12.404 23.067 24.337
H -20.338 20.400 21.725
C -14.143 22.410 19.269
H -12.229 20.355 27.142
Cl -12.731 18.122 22.260
H -18.192 22.637 18.462
C -15.188 19.097 29.470
C -18.871 17.159 19.520
H -15.176 21.393 17.845
H -12.388 22.086 21.324
H -18.948 20.862 22.682
O -16.075 16.233 16.459
H -13.260 23.670 24.034
O -18.199 17.408 20.774
H -19.955 17.246 19.447
C -13.922 18.064 27.843
H -18.866 22.201 20.828
C -18.630 16.439 21.741
H -11.647 21.836 19.750
O -14.875 19.095 28.130
C -19.316 20.116 21.977
H -14.296 17.402 25.872
C -13.539 17.984 26.399
H -15.640 19.156 16.618
H -17.268 19.278 16.405
C -17.943 21.666 18.890
O -12.850 22.073 25.166
C -16.373 14.935 15.892
H -14.143 23.351 19.819
H -19.717 16.374 21.778
H -13.965 17.063 28.274
O -13.718 21.209 19.971
Cl -15.088 15.499 20.499
H -19.956 21.364 19.746
H -16.647 17.139 17.962
H -15.611 14.277 16.309
H -12.729 17.255 26.401
H -13.054 18.398 28.410
H -15.912 19.872 29.721
H -17.351 14.674 16.296
N -13.306 19.238 25.694
H -18.739 17.761 17.419
H -16.404 14.910 14.803
H -16.679 22.514 20.081
H -11.599 23.592 24.851
O -18.568 20.193 20.812
H -13.065 19.072 24.727
H -14.317 19.409 30.047
Cl -16.434 18.547 23.989
H -17.638 17.024 15.606
H -13.418 22.748 18.529
H -11.224 19.224 26.242
H -11.991 20.460 20.738
H -18.422 15.390 21.534
H -15.751 23.047 17.890
C -15.471 22.200 18.516
H -18.779 16.089 19.336
N -16.847 18.110 18.153
Cl -13.021 18.067 18.459
H -11.424 20.629 24.320
H -16.120 17.629 14.875
C -12.381 21.436 20.449
Cl -15.783 22.063 22.781
H -18.040 21.104 17.962
H -18.385 16.842 22.724
H -19.247 19.099 22.361
C -12.089 19.883 26.169
C -11.778 21.102 25.236